# C6H7NOS2

A single C6H7NOS2 molecule (ωB97M-V/def2-TZVPD, the OMol25 dataset).

Summary:
- Kohn-Sham gap (spin up / spin down) (Ha) = 0.228 / 0.228
- calculated total energy (hartree) = -1159.0368
- ΔE to the lowest compared entry with this formula, charge and spin (eV) = 3.556

The geometry in ORCA input format:
```
! wB97M-V def2-TZVPD RIJCOSX def2/J DEFGRID3
* xyz 0 1
C 1.44963 -0.16588 0.87558
C 2.70695 0.20167 1.18965
C 1.13828 1.87676 -0.83069
C 0.56550 0.42249 0.00303
C -2.74657 -1.01027 -0.70321
C -1.40739 -0.99070 0.19027
N 2.40438 2.04570 -0.66809
O -0.64482 0.21921 -0.32727
S 3.50787 1.35978 0.21026
S 0.43028 3.24244 -1.68483
H 1.05392 -1.09921 1.35409
H 3.31092 -0.31770 1.83730
H -2.73166 -0.16429 -1.39649
H -2.80179 -2.02780 -1.15556
H -3.74959 -0.70997 -0.13358
H -0.89652 -1.92443 -0.03857
H -1.58938 -0.95779 1.27810
*
```

Results of the natural (NBO) charge analysis, in e, for atoms 1 through 4: atom 1 (C): -0.420, atom 2 (C): -0.354, atom 3 (C): 0.090, atom 4 (C): 0.465



# C6H7O3S

A molecular structure, C6H7O3S (ωB97M-V/def2-TZVPD, the OMol25 dataset).

Summary:
- Kohn-Sham gap (Ha) = 0.241
- calculated total energy (hartree) = -856.6525
- ΔE to the lowest compared entry with this formula, charge and spin (eV) = 3.301

The geometry in ORCA input format:
```
! wB97M-V def2-TZVPD RIJCOSX def2/J DEFGRID3
* xyz -1 1
C -1.75245 -0.03562 0.43622
C -1.13527 0.69121 1.38518
C -1.07015 -1.26271 -0.23168
C -0.11499 -1.82649 0.65521
C 1.32759 0.99368 -0.23832
C 0.56912 1.33833 -1.50891
O -0.77674 1.18309 2.38558
O -1.38161 -1.61319 -1.35138
O 2.45612 -0.65360 1.25565
S 1.68766 -0.62444 -0.00422
H -2.58183 0.34696 -0.13708
H -0.13499 -1.48618 1.72754
H 0.44759 -2.73197 0.53258
H 1.48780 1.58874 0.60073
H -0.24425 1.98235 -1.36019
H -0.06960 0.46711 -1.94223
H 1.28601 1.64271 -2.20468
*
```

Results of the natural (NBO) charge analysis, in e, for atoms 1 through 4: atom 1 (C): -0.650, atom 2 (C): 0.740, atom 3 (C): 0.493, atom 4 (C): -0.737



# C6H8

A single C6H8 molecule (ωB97M-V/def2-TZVPD, the OMol25 dataset).

Summary:
- Kohn-Sham gap (Ha) = 0.370
- SMILES = C1=C[C@H]2C[C@H]2C1
- calculated total energy (hartree) = -233.3672
- ΔE to the lowest compared entry with this formula, charge and spin (eV) = 0.538

The geometry in ORCA input format:
```
! wB97M-V def2-TZVPD RIJCOSX def2/J DEFGRID3
* xyz 0 1
C 0.32558 0.01629 1.49369
C 0.04310 1.16380 0.87799
C -0.46640 0.94808 -0.51162
C 0.45426 0.21533 -1.44401
C -0.52655 -0.58954 -0.65763
C -0.03334 -1.19170 0.65564
H 0.73499 -0.06661 2.49419
H 0.13050 2.15146 1.33002
H -1.13504 1.70575 -0.92828
H 1.51288 0.18477 -1.21382
H 0.20616 0.31747 -2.49475
H -1.26839 -1.18330 -1.19517
H 0.80728 -1.85435 0.42700
H -0.78502 -1.81744 1.16675
*
```

Results of the natural (NBO) charge analysis, in e, for atoms 1 through 4: atom 1 (C): -0.196, atom 2 (C): -0.193, atom 3 (C): -0.269, atom 4 (C): -0.408



# C6H8

2 unconnected molecules or ions with the total composition C6H8 (ωB97M-V/def2-TZVPD, the OMol25 dataset).

Summary:
- Kohn-Sham gap (Ha) = 0.343
- calculated total energy (hartree) = -233.1397
- ΔE to the lowest compared entry with this formula, charge and spin (eV) = 6.731

The geometry in ORCA input format:
```
! wB97M-V def2-TZVPD RIJCOSX def2/J DEFGRID3
* xyz 0 1
C -1.15734 1.06266 0.36676
C -0.37184 -1.65378 0.03059
C -1.02859 0.33808 -0.82971
C -1.14799 -0.39667 0.36984
C 0.16165 -0.43036 -0.55191
C 1.95382 0.38838 0.08110
H -0.35033 1.74845 0.81881
H -2.11946 1.53657 0.78475
H 0.04107 -2.27800 0.85126
H -1.01126 -2.30639 -0.57391
H -1.69969 0.39268 -1.80411
H 1.97453 1.40016 -0.40362
H 2.75518 -0.17872 -0.35561
H 2.00024 0.37694 1.21575
*
```

Results of the natural (NBO) charge analysis, in e, for atoms 1 through 4: atom 1 (C): -0.376, atom 2 (C): -0.378, atom 3 (C): -0.279, atom 4 (C): -0.078



# C6H8

A single C6H8 molecule (ωB97M-V/def2-TZVPD, the OMol25 dataset).

Summary:
- Kohn-Sham gap (Ha) = 0.330
- calculated total energy (hartree) = -233.2132
- ΔE to the lowest compared entry with this formula, charge and spin (eV) = 4.729

The geometry in ORCA input format:
```
! wB97M-V def2-TZVPD RIJCOSX def2/J DEFGRID3
* xyz 0 1
C -1.08068 -0.21180 1.11872
C -0.67478 0.50411 -0.14978
C 0.89701 0.66400 -0.23438
C 0.99525 -0.87368 -0.01452
C -0.52798 -0.99293 -0.02391
C 0.66503 1.02840 -1.61645
H -2.16285 -0.25060 1.23145
H -0.52557 -0.10388 2.04991
H -1.41060 1.11010 -0.67067
H 1.36863 1.34822 0.48494
H 1.49670 -1.35992 -0.85350
H 1.45654 -1.18452 0.93011
H -1.09373 -1.74561 -0.55999
H 0.55416 2.13426 -1.62298
*
```

Results of the natural (NBO) charge analysis, in e, for atoms 1 through 4: atom 1 (C): -0.389, atom 2 (C): -0.227, atom 3 (C): -0.332, atom 4 (C): -0.402



# C6H8

A molecular structure, C6H8 (ωB97M-V/def2-TZVPD, the OMol25 dataset).

Summary:
- Kohn-Sham gap (Ha) = 0.379
- calculated total energy (hartree) = -233.2110
- ΔE to the lowest compared entry with this formula, charge and spin (eV) = 4.788

The geometry in ORCA input format:
```
! wB97M-V def2-TZVPD RIJCOSX def2/J DEFGRID3
* xyz 0 1
C -2.38890 0.43600 0.13100
C -0.93401 0.81543 -0.26638
C 2.85975 0.34268 -0.85550
C 2.21071 -0.09215 0.05054
C -1.77981 -0.98432 0.14001
C -0.42988 -0.43592 -0.20120
H -3.17583 0.56066 -0.45496
H -0.34876 1.72599 -0.33409
H 3.50404 0.48427 -1.64804
H -2.87409 0.73156 0.99983
H 2.10972 -0.52978 1.09927
H -1.88405 -1.55801 1.02240
H -2.24760 -1.47630 -0.74220
H 0.31210 -1.13130 -0.46192
*
```

Results of the natural (NBO) charge analysis, in e, for atoms 1 through 4: atom 1 (C): -0.431, atom 2 (C): -0.170, atom 3 (C): -0.239, atom 4 (C): -0.257



# C6H8

A single C6H8 molecule (ωB97M-V/def2-TZVPD, the OMol25 dataset).

Summary:
- Kohn-Sham gap (spin up / spin down) (Ha) = 0.284 / 0.284
- calculated total energy (hartree) = -233.2625
- ΔE to the lowest compared entry with this formula, charge and spin (eV) = 3.387

The geometry in ORCA input format:
```
! wB97M-V def2-TZVPD RIJCOSX def2/J DEFGRID3
* xyz 0 1
C 0.97846 1.05203 0.30587
C 0.22852 0.19612 -0.76159
C 0.49879 -1.23221 -0.22814
C -0.28585 -1.19356 1.06680
C -1.46390 -0.42084 0.67418
C -1.22594 0.31854 -0.43537
H 0.52455 2.03341 0.46675
H 2.04563 1.15060 0.09925
H 0.50730 0.44018 -1.79573
H 1.56724 -1.45950 -0.14193
H 0.02119 -2.00892 -0.84079
H 0.88280 0.50198 1.26061
H -2.35881 -0.35755 1.28433
H -1.92000 0.97973 -0.95424
*
```

Results of the natural (NBO) charge analysis, in e, for atoms 1 through 4: atom 1 (C): -0.579, atom 2 (C): -0.288, atom 3 (C): -0.538, atom 4 (C): 0.084



# C6H8

A molecular structure, C6H8 (ωB97M-V/def2-TZVPD, the OMol25 dataset).

Summary:
- Kohn-Sham gap (Ha) = 0.336
- calculated total energy (hartree) = -233.2202
- ΔE to the lowest compared entry with this formula, charge and spin (eV) = 4.539

The geometry in ORCA input format:
```
! wB97M-V def2-TZVPD RIJCOSX def2/J DEFGRID3
* xyz 0 1
C 0.60462 -1.29914 -0.14914
C 1.40527 -0.41190 0.30157
C 2.40033 0.30189 0.69765
C -0.74440 -1.69565 -0.04661
C -0.42154 -0.24201 -0.59375
C -0.80718 0.79181 0.50476
H 2.27520 1.22505 1.33041
H 3.32810 0.37006 0.11200
H -1.19656 -2.30430 -0.81361
H -1.19817 -1.61548 0.96210
H -0.68392 -0.11418 -1.69665
H -1.85748 1.27006 0.29783
H -0.26667 1.73685 0.28734
H -0.71540 0.24960 1.43672
*
```

Results of the natural (NBO) charge analysis, in e, for atoms 1 through 4: atom 1 (C): -0.160, atom 2 (C): 0.196, atom 3 (C): -0.642, atom 4 (C): -0.399



# C6H8

A single C6H8 molecule (ωB97M-V/def2-TZVPD, the OMol25 dataset).

Summary:
- Kohn-Sham gap (Ha) = 0.328
- calculated total energy (hartree) = -233.2544
- ΔE to the lowest compared entry with this formula, charge and spin (eV) = 3.607

The geometry in ORCA input format:
```
! wB97M-V def2-TZVPD RIJCOSX def2/J DEFGRID3
* xyz 0 1
C 0.12726 -1.21624 -0.07425
C -0.55115 -0.09816 0.72796
C 0.84036 0.58944 0.74453
C 0.92942 -0.03248 -0.70346
C -0.04062 0.89568 -1.35932
C -1.20004 0.67606 -0.44217
H -0.50545 -1.82147 -0.73264
H 0.77828 -1.86100 0.52446
H -1.10854 -0.28734 1.64974
H 1.56800 0.11650 1.41407
H 0.89217 1.67793 0.84936
H 1.88223 -0.18669 -1.20755
H -1.74050 0.03305 -1.16637
H -1.87143 1.51472 -0.22436
*
```

Results of the natural (NBO) charge analysis, in e, for atoms 1 through 4: atom 1 (C): -0.383, atom 2 (C): -0.236, atom 3 (C): -0.371, atom 4 (C): -0.379



# C6H8

A single C6H8 molecule (ωB97M-V/def2-TZVPD, the OMol25 dataset).

Summary:
- Kohn-Sham gap (Ha) = 0.285
- calculated total energy (hartree) = -233.2843
- ΔE to the lowest compared entry with this formula, charge and spin (eV) = 2.794

The geometry in ORCA input format:
```
! wB97M-V def2-TZVPD RIJCOSX def2/J DEFGRID3
* xyz 0 1
C 1.33217 0.79670 0.42152
C 0.16747 0.43545 -0.52089
C 0.15458 -1.09116 -0.75033
C -0.75667 -1.71671 0.26554
C -1.58342 -0.58672 0.67839
C -1.12068 0.59923 0.21917
H 1.21219 1.79011 0.86625
H 2.29027 0.76636 -0.10581
H 0.21770 1.05169 -1.42841
H 1.14650 -1.55089 -0.81864
H -0.36214 -1.33441 -1.69547
H 1.36452 0.06507 1.23712
H -2.44697 -0.68721 1.33093
H -1.57024 1.57568 0.40083
*
```

Results of the natural (NBO) charge analysis, in e, for atoms 1 through 4: atom 1 (C): -0.588, atom 2 (C): -0.301, atom 3 (C): -0.561, atom 4 (C): 0.077



# C6H8

A single C6H8 molecule (ωB97M-V/def2-TZVPD, the OMol25 dataset).

Summary:
- Kohn-Sham gap (Ha) = 0.327
- calculated total energy (hartree) = -233.2646
- ΔE to the lowest compared entry with this formula, charge and spin (eV) = 3.330

The geometry in ORCA input format:
```
! wB97M-V def2-TZVPD RIJCOSX def2/J DEFGRID3
* xyz 0 1
C -1.44522 0.37413 0.06850
C -0.25614 0.47701 -0.84247
C 1.01758 0.97465 -0.16612
C 1.36286 0.09595 1.01068
C 0.52124 -1.09684 0.80188
C -0.59772 -0.84020 -0.19350
H -1.39004 0.85358 1.04585
H -2.43075 0.40613 -0.38787
H -0.41649 0.64296 -1.90394
H 0.95765 2.01280 0.18605
H 1.89422 0.95780 -0.83364
H 1.38816 -1.58722 0.28889
H 0.31034 -1.73496 1.66541
H -1.03014 -1.66593 -0.75243
*
```

Results of the natural (NBO) charge analysis, in e, for atoms 1 through 4: atom 1 (C): -0.418, atom 2 (C): -0.247, atom 3 (C): -0.591, atom 4 (C): 0.161



# C6H8

A molecular structure, C6H8 (ωB97M-V/def2-TZVPD, the OMol25 dataset).

Summary:
- Kohn-Sham gap (Ha) = 0.314
- calculated total energy (hartree) = -233.2214
- ΔE to the lowest compared entry with this formula, charge and spin (eV) = 4.506

The geometry in ORCA input format:
```
! wB97M-V def2-TZVPD RIJCOSX def2/J DEFGRID3
* xyz 0 1
C -1.01694 0.70477 0.52671
C -0.37475 0.24500 -0.79678
C 1.02207 0.74568 -0.38516
C 0.89667 0.01061 0.97529
C 0.53551 -1.38263 0.49543
C -0.20014 -1.25865 -0.61608
H -1.87388 0.13534 0.89745
H -1.15847 1.78702 0.61967
H -0.86015 0.57474 -1.72540
H 1.09404 1.83521 -0.29004
H 1.85330 0.36471 -0.98464
H -0.08780 0.55571 1.50589
H 0.82666 -2.29097 1.01005
H -0.65611 -2.02653 -1.23239
*
```

Results of the natural (NBO) charge analysis, in e, for atoms 1 through 4: atom 1 (C): -0.404, atom 2 (C): -0.284, atom 3 (C): -0.439, atom 4 (C): -0.190



# C6H8

A single C6H8 molecule (ωB97M-V/def2-TZVPD, the OMol25 dataset).

Summary:
- Kohn-Sham gap (spin up / spin down) (Ha) = 0.261 / 0.261
- calculated total energy (hartree) = -233.2345
- ΔE to the lowest compared entry with this formula, charge and spin (eV) = 4.149

The geometry in ORCA input format:
```
! wB97M-V def2-TZVPD RIJCOSX def2/J DEFGRID3
* xyz 0 1
C -1.22259 0.98907 -0.08526
C -0.52971 -0.18408 0.62386
C -0.64427 -1.47424 -0.21043
C 0.89916 0.09779 0.78090
C 1.99104 0.47095 0.28396
C 3.24837 0.82632 0.04206
H -0.75469 1.15507 -1.06164
H -1.14111 1.91316 0.49592
H -2.28469 0.76682 -0.23535
H -1.00757 -0.35523 1.59778
H -0.29486 -1.28961 -1.23209
H -1.69126 -1.79182 -0.24667
H -0.05078 -2.28703 0.21996
H 3.48295 1.16283 -0.97300
*
```

Results of the natural (NBO) charge analysis, in e, for atoms 1 through 4: atom 1 (C): -0.589, atom 2 (C): -0.315, atom 3 (C): -0.583, atom 4 (C): 0.175



# C6H8

A single C6H8 molecule (ωB97M-V/def2-TZVPD, the OMol25 dataset).

Summary:
- Kohn-Sham gap (Ha) = 0.386
- SMILES = C1[C@H]2C[C@H]3[C@@H]1[C@@H]23
- calculated total energy (hartree) = -233.3189
- ΔE to the lowest compared entry with this formula, charge and spin (eV) = 1.853

The geometry in ORCA input format:
```
! wB97M-V def2-TZVPD RIJCOSX def2/J DEFGRID3
* xyz 0 1
C 1.10823 -0.79426 0.09441
C -0.34436 -0.88292 -0.41219
C -1.17894 -0.23123 0.72115
C -0.51203 1.07533 0.32715
C 0.92776 0.70961 0.02453
C -0.12135 0.56415 -1.03509
H 1.79182 -1.13524 -0.69410
H 1.36933 -1.24139 1.05649
H -0.71549 -1.79094 -0.89743
H -2.25277 -0.22852 0.51944
H -0.98732 -0.60010 1.74113
H -0.79822 2.09018 0.58445
H 1.68219 1.48105 -0.01398
H 0.03116 0.98427 -2.01594
*
```

Results of the natural (NBO) charge analysis, in e, for atoms 1 through 4: atom 1 (C): -0.384, atom 2 (C): -0.199, atom 3 (C): -0.388, atom 4 (C): -0.222



# C6H8

2 unconnected molecules or ions with the total composition C6H8 (ωB97M-V/def2-TZVPD, the OMol25 dataset).

Summary:
- Kohn-Sham gap (Ha) = 0.385
- SMILES = C1=CC1C1C=C1.[H][H]
- calculated total energy (hartree) = -233.1918
- ΔE to the lowest compared entry with this formula, charge and spin (eV) = 5.311

The geometry in ORCA input format:
```
! wB97M-V def2-TZVPD RIJCOSX def2/J DEFGRID3
* xyz 0 1
C 1.52519 -0.33094 -0.37858
C 1.81904 0.71956 0.31684
C 0.72481 0.90108 -0.69763
C -0.71895 1.05790 -0.23443
C -1.67963 -0.09216 -0.12480
C -1.18947 0.33492 0.99856
H 1.72664 -1.36261 -0.63298
H 2.40429 1.19126 1.09303
H 0.95699 1.44914 -1.62101
H -1.13548 2.05301 -0.45206
H -2.35443 -0.74888 -0.65940
H -1.12775 0.29387 2.07993
H -0.32412 -3.06883 0.10330
H -0.62713 -2.39731 0.20922
*
```

Results of the natural (NBO) charge analysis, in e, for atoms 1 through 4: atom 1 (C): -0.186, atom 2 (C): -0.182, atom 3 (C): -0.259, atom 4 (C): -0.257



# C6H8

A single C6H8 molecule (ωB97M-V/def2-TZVPD, the OMol25 dataset).

Summary:
- Kohn-Sham gap (Ha) = 0.313
- calculated total energy (hartree) = -233.1929
- ΔE to the lowest compared entry with this formula, charge and spin (eV) = 5.282

The geometry in ORCA input format:
```
! wB97M-V def2-TZVPD RIJCOSX def2/J DEFGRID3
* xyz 0 1
C -2.70066 -0.22473 -0.43874
C -1.68055 -0.23171 0.64390
C -0.14084 -0.30738 0.50895
C 0.67546 0.55727 -0.03271
C -2.52286 0.94103 0.47465
C 2.15304 0.35010 0.02464
H -2.78678 0.08068 -1.44043
H -3.59724 -0.73013 -0.17528
H -1.85196 -0.82752 1.54801
H 0.39381 -1.11758 0.91927
H 0.48604 1.40811 -0.64367
H 2.54930 0.86470 1.02231
H 2.80286 0.60541 -0.84927
H 2.23546 -0.67771 0.26892
*
```

Results of the natural (NBO) charge analysis, in e, for atoms 1 through 4: atom 1 (C): -0.617, atom 2 (C): -0.443, atom 3 (C): -0.185, atom 4 (C): -0.164